[1]
Formula: C7H19O5S2Sb
Source: the OMol25 dataset
Level of theory: wB97M-V/def2-TZVPD

## Properties
E = -1690.64476 Ha
F_max = 0.044 Eh/bohr
E_HOMO = -6.495 eV
charge = 0
LUMO energy = -1.79 eV

Last column: Löwdin charge in e.
Element x y z (Å)
C1 -2.523 -1.842 2.157  -0.0019
C2 -1.696 -0.620 1.735  -0.3192
C3 -0.571 -0.958 0.795  -0.1268
O1 -1.041 -1.132 -0.567  0.0544
C4 -0.065 -1.074 -1.470  -0.5470
O2 -0.342 -0.651 -2.585  0.0017
C5 1.329 -1.526 -1.201  -0.5306
S1 2.470 -0.173 -1.626  0.3463
Sb1 4.131 0.045 0.273  0.3133
O3 -2.527 0.450 1.251  0.0131
C6 -2.211 1.667 1.770  -0.5411
O4 -2.308 1.944 2.939  0.1317
C7 -1.754 2.697 0.754  -0.4369
S2 -0.024 2.460 0.266  0.7569
H1 -2.181 -2.155 3.137  0.0836
H2 -2.319 -2.671 1.485  0.0789
H3 -3.576 -1.605 2.214  0.0855
H4 -1.216 -0.263 2.644  0.1487
H5 0.182 -0.178 0.823  0.0879
H6 -0.113 -1.889 1.119  0.1371
H7 1.490 -1.923 -0.203  0.0394
H8 1.521 -2.346 -1.890  0.0811
H9 5.264 -1.039 -0.524  -0.1365
H10 3.393 -1.298 1.139  -0.1304
H11 3.060 1.224 1.058  -0.1507
H12 4.831 1.366 -0.669  -0.1270
H13 5.301 0.270 1.570  -0.1418
H14 -2.359 2.574 -0.139  0.0772
H15 -1.892 3.676 1.188  0.0789
H16 0.659 3.058 1.257  -0.1142
O5 -1.416 0.599 -4.632  0.3072
H17 -1.073 0.166 -3.789  0.1103
H18 -1.668 -0.072 -5.288  0.1825
H19 -0.756 1.218 -4.991  0.1882

=====

[2]
Formula: C7H20BrLiO3
Source: the OMol25 dataset
Level of theory: wB97M-V/def2-TZVPD

## Properties
E = -3085.97020 Ha
F_max = 0.049 Eh/bohr
E_HOMO = -7.206 eV
charge = 0
LUMO energy = -0.16 eV

Last column: Löwdin charge in e.
Element x y z (Å)
Li1 -24.515 2.403 -16.431  0.6495
Br1 -27.109 0.474 -15.937  -0.7458
C1 -21.655 2.570 -21.085  -0.0567
C2 -21.550 2.090 -19.633  -0.5020
C3 -20.722 3.089 -18.811  -0.0561
O1 -22.825 1.992 -19.032  -0.0541
H1 -22.240 1.846 -21.653  0.0776
H2 -20.698 2.694 -21.592  0.0822
H3 -22.136 3.546 -21.025  0.0841
H4 -20.991 1.155 -19.661  0.1329
H5 -20.634 2.639 -17.822  0.0700
H6 -21.111 4.101 -18.695  0.0794
H7 -19.700 3.147 -19.184  0.0817
H8 -23.396 1.488 -19.616  0.0932
C4 -24.453 7.469 -15.229  -0.0845
C5 -24.048 6.593 -16.414  -0.3124
O2 -24.968 5.525 -16.487  -0.1024
H9 -24.549 6.857 -14.332  0.0745
H10 -25.467 7.840 -15.378  0.0740
H11 -23.787 8.308 -15.027  0.0759
H12 -23.028 6.212 -16.356  0.1113
H13 -24.147 7.162 -17.338  0.1072
H14 -25.874 5.824 -16.378  0.0870
C6 -22.128 -0.059 -14.482  -0.0707
C7 -22.028 1.166 -13.582  -0.3387
O3 -22.755 2.188 -14.158  -0.0971
H15 -23.158 -0.385 -14.623  0.0777
H16 -21.577 -0.883 -14.029  0.0762
H17 -21.714 0.049 -15.484  0.0701
H18 -20.984 1.469 -13.499  0.1085
H19 -22.373 1.021 -12.558  0.1168
H20 -22.690 3.001 -13.651  0.0908

=====

[3]
Formula: C7H20ClCoOSiYb
Source: the OMol25 dataset
Level of theory: wB97M-V/def2-TZVPD

## Properties
multiplicity = 6
E = -3644.91175 Ha
F_max = 0.113 Eh/bohr
E_HOMO (spin up / spin down) = -3.666 / -3.266 eV
charge = -1
LUMO energy (spin up / spin down) = 2.88 / 1.41 eV
expectation value of S² = 8.783

Last column: Löwdin charge in e.
Element x y z (Å)
Yb1 -0.457 1.441 -0.118  0.9380
Cl1 -0.316 3.875 -1.188  -0.5201
C1 -1.987 -0.246 -0.564  -0.3509
H1 -2.404 -0.707 0.318  -0.0836
H2 -1.816 -1.110 -1.229  -0.0846
H3 -2.868 0.254 -1.025  -0.0639
Co1 0.301 -0.450 -3.267  0.5147
C2 2.249 0.439 -3.288  -0.1811
C3 -1.152 0.090 -4.678  -0.1724
C4 0.682 -2.098 -3.520  -0.2434
H4 -1.702 -0.872 -4.536  -0.0237
H5 -1.648 1.073 -4.502  0.0019
H6 -0.352 0.048 -5.491  0.0081
H7 2.770 -0.359 -2.727  -0.0312
H8 2.321 0.276 -4.390  -0.0119
H9 2.367 1.482 -2.941  -0.0160
H10 -0.443 -2.295 -4.077  0.0621
H11 1.836 -2.065 -3.191  0.0247
C5 1.710 -0.770 3.921  -0.1994
Si1 0.285 0.095 2.988  0.1902
C6 -1.284 -0.829 3.439  -0.2106
C7 0.109 1.830 3.785  -0.2005
O1 0.475 0.304 1.416  -0.5420
H12 1.599 -0.706 5.025  0.0197
H13 2.695 -0.324 3.680  0.0196
H14 1.772 -1.852 3.679  0.0188
H15 -1.525 -0.805 4.545  0.0301
H16 -2.194 -0.395 2.919  0.0282
H17 -1.243 -1.919 3.149  0.0328
H18 0.928 2.486 3.461  0.0178
H19 -0.850 2.305 3.520  0.0152
H20 0.141 1.805 4.887  0.0136

=====

[4]
Formula: C7H20F7MgNO9S2
Source: the OMol25 dataset
Level of theory: wB97M-V/def2-TZVPD

## Properties
E = -2706.15750 Ha
F_max = 0.104 Eh/bohr
E_HOMO = -8.975 eV
charge = 0
LUMO energy = -0.66 eV

Last column: Löwdin charge in e.
Element x y z (Å)
Mg1 0.682 -0.369 -1.223  0.7550
C1 2.626 2.969 -3.037  -0.6899
F1 2.828 3.508 -4.232  0.1570
F2 3.608 2.160 -2.737  0.1794
F3 2.455 3.932 -2.178  0.1848
S1 0.971 1.994 -3.248  0.7129
O1 -0.033 2.851 -3.798  -0.2352
O2 1.309 0.794 -3.981  -0.2942
N1 0.705 1.447 -1.597  -0.3535
S2 -0.201 2.474 -0.752  0.6212
O3 -0.265 3.844 -1.206  -0.2585
O4 -1.437 1.838 -0.360  -0.2572
C2 0.791 2.578 0.850  -0.6639
F4 1.002 1.366 1.343  0.1430
F5 1.958 3.166 0.572  0.1313
F6 0.184 3.312 1.765  0.1726
F7 -0.004 -1.168 0.329  -0.4114
C3 0.763 -0.979 3.925  -0.1559
O5 -0.321 -1.345 3.094  -0.1259
H1 0.706 0.039 4.318  0.0759
H2 0.887 -1.724 4.714  0.0768
H3 1.694 -1.111 3.356  0.0533
H4 -0.088 -1.078 2.190  0.0205
C4 -1.932 -4.200 0.419  -0.1644
O6 -1.604 -3.202 1.370  -0.1348
H5 -2.420 -3.725 -0.443  0.0638
H6 -1.037 -4.740 0.084  0.0701
H7 -2.603 -4.907 0.903  0.0763
H8 -1.077 -2.528 0.914  0.0134
C5 3.158 -1.037 0.805  -0.0860
O7 2.639 -0.239 -0.264  -0.1678
H9 2.464 -1.849 0.995  0.0897
H10 4.116 -1.486 0.531  0.0922
H11 3.365 -0.446 1.694  0.0891
H12 3.336 0.212 -0.750  0.1030
C6 -1.774 -0.021 -3.222  -0.0635
O8 -1.170 -0.666 -2.070  -0.1663
H13 -2.468 -0.718 -3.684  0.1006
H14 -2.203 0.949 -2.978  0.0946
H15 -0.994 0.164 -3.959  0.0633
H16 -1.743 -1.418 -1.891  0.1065
C7 -2.978 0.089 1.969  -0.1540
O9 -3.134 -1.058 2.811  -0.1297
H17 -2.452 0.885 2.514  0.0759
H18 -2.384 -0.113 1.082  0.0465
H19 -3.987 0.456 1.752  0.0782
H20 -3.937 -0.900 3.309  0.0651

=====

[5]
Formula: C7H20N3
Source: the OMol25 dataset
Level of theory: wB97M-V/def2-TZVPD

## Properties
E = -442.78950 Ha
F_max = 0.017 Eh/bohr
E_HOMO = -14.332 eV
charge = +1
LUMO energy = -2.81 eV

Last column: Löwdin charge in e.
Element x y z (Å)
C1 0.418 3.147 1.812  -0.0812
C2 0.144 2.680 4.253  -0.0586
C3 2.185 1.882 3.049  -0.0928
C4 1.863 4.324 3.479  -0.0586
C5 1.152 3.008 3.148  -0.6818
H1 -0.100 2.206 1.559  0.0842
H2 1.131 3.383 1.005  0.0842
H3 -0.331 3.955 1.868  0.1022
H4 -0.376 1.734 4.029  0.0897
H5 0.659 2.577 5.223  0.0938
H6 -0.607 3.483 4.337  0.0951
H7 2.919 2.104 2.256  0.0819
H8 2.723 1.769 4.005  0.1038
H9 1.688 0.926 2.810  0.0818
H10 2.593 4.574 2.691  0.0897
H11 1.131 5.146 3.554  0.0951
H12 2.397 4.240 4.440  0.0938
C6 2.601 -0.114 -0.261  -0.4371
N1 2.773 -0.820 -1.381  0.2089
N2 1.693 0.854 -0.224  0.0434
N3 3.346 -0.387 0.816  0.2045
C7 0.840 1.217 -1.351  -0.0405
H13 2.205 -0.614 -2.207  0.1254
H14 3.471 -1.567 -1.414  0.1454
H15 1.588 1.376 0.650  0.0867
H16 3.217 0.152 1.676  0.0921
H17 4.044 -1.134 0.780  0.1436
H18 0.187 2.048 -1.038  0.0983
H19 0.207 0.370 -1.663  0.1036
H20 1.439 1.547 -2.217  0.1036

=====

[6]
Formula: C7H21BrNO4
Source: the OMol25 dataset
Level of theory: wB97M-V/def2-TZVPD

## Properties
multiplicity = 2
E = -3208.89782 Ha
F_max = 0.046 Eh/bohr
E_HOMO (spin up / spin down) = -9.249 / -9.206 eV
charge = 0
LUMO energy (spin up / spin down) = 0.36 / -4.85 eV
expectation value of S² = 0.752

Last column: Löwdin charge in e.
Element x y z (Å)
Br1 -11.530 -24.714 30.176  0.4637
C1 -14.486 -21.425 29.940  -0.1491
O1 -13.277 -21.657 30.658  -0.1574
H1 -14.293 -21.681 28.898  0.0613
H2 -15.331 -22.048 30.234  0.0760
H3 -14.654 -20.354 30.057  0.0849
H4 -12.983 -22.536 30.408  -0.0556
C2 -9.566 -19.973 27.031  -0.0734
C3 -10.763 -20.712 27.503  -0.4605
C4 -11.672 -21.165 26.343  -0.1635
O2 -12.248 -20.125 25.499  -0.1918
C5 -13.262 -19.376 26.124  -0.1115
N1 -10.213 -21.826 28.234  0.0273
H5 -8.740 -20.581 26.661  0.0874
H6 -9.139 -19.340 27.808  0.0800
H7 -9.869 -19.294 26.234  0.0792
H8 -11.354 -20.147 28.223  0.1276
H9 -12.463 -21.823 26.704  0.1067
H10 -11.168 -21.884 25.697  0.1278
H11 -12.830 -18.895 27.002  0.0812
H12 -14.027 -20.070 26.472  0.0764
H13 -13.722 -18.690 25.413  0.0911
H14 -9.608 -21.589 29.008  0.0828
H15 -10.917 -22.458 28.588  -0.0175
C6 -11.339 -24.917 34.087  -0.2247
C7 -9.830 -24.620 34.322  -0.2477
O3 -9.230 -24.331 33.095  -0.0638
O4 -11.563 -26.019 33.182  -0.1173
H16 -11.764 -24.018 33.641  0.1092
H17 -11.945 -25.007 34.988  0.1136
H18 -9.337 -25.489 34.758  0.1131
H19 -9.787 -23.859 35.101  0.1172
H20 -9.718 -24.806 32.419  0.0182
H21 -11.825 -25.612 32.353  -0.0908